[1]
Entry from OMol25: an isolated molecule of C5H8O2 (the ωB97M-V functional and the def2-TZVPD basis).

Results
Energy above the lowest of the compared OMol25 structures with the same formula, charge and spin (kcal/mol): 96.8
Orbital gap (eV): 8.080

CARTESIAN COORDINATES (ANGSTROEM)
O1 -1.224 -0.572 1.295
O2 -0.769 1.757 -1.439
C1 0.431 -0.710 -1.343
C2 1.815 -0.552 0.818
C3 0.642 -0.312 -0.078
C4 -1.351 1.270 -0.405
C5 -0.679 0.089 0.296
H1 1.737 -1.493 1.368
H2 -2.453 1.038 -0.463
H3 2.730 -0.561 0.217
H4 -2.179 -0.383 1.330
H5 1.001 -1.517 -1.789
H6 -1.278 1.872 0.581
H7 1.909 0.263 1.545
H8 -0.332 -0.190 -1.932

Atomic partial charges in e from the natural (NBO) method, atoms 1 to 5: O -0.618; O -0.816; C -0.262; C -0.647; C -0.092


[2]
Entry from OMol25: a 9-piece molecular cluster, H18O9 overall (the ωB97M-V functional and the def2-TZVPD basis).

Results
SMILES string: O.O.O.O.O.O.O.O.O
Energy above the lowest of the compared OMol25 structures with the same formula, charge and spin (kcal/mol): 71.6
Orbital gap (eV): 11.258

CARTESIAN COORDINATES (ANGSTROEM)
O1 -0.423 2.660 -3.148
O2 -0.902 0.211 3.981
O3 -0.654 0.092 -0.643
O4 1.707 -1.156 2.133
O5 0.500 -3.512 0.638
O6 3.164 -0.448 -1.519
O7 -2.533 1.414 1.270
O8 0.461 -4.224 -2.940
O9 -1.068 4.818 0.212
H1 -1.462 0.615 -0.590
H2 -0.991 -0.484 3.319
H3 -1.075 1.024 3.492
H4 3.546 -0.944 -0.786
H5 1.604 -0.503 1.431
H6 2.179 -0.681 2.826
H7 -1.787 5.301 -0.211
H8 -0.977 2.698 -3.936
H9 -0.353 0.034 0.271
H10 -2.663 0.571 0.820
H11 0.181 -3.923 -2.068
H12 0.129 1.881 -3.288
H13 -2.314 1.165 2.175
H14 -0.339 5.449 0.228
H15 1.213 -3.701 0.017
H16 0.905 -2.928 1.289
H17 -0.340 -4.589 -3.331
H18 2.293 -0.842 -1.640

Atomic partial charges in e from the natural (NBO) method, atoms 1 to 5: O -0.935; O -0.922; O -0.934; O -0.961; O -0.956


[3]
Entry from OMol25: C2H6O2 as an isolated structure (the ωB97M-V functional and the def2-TZVPD basis).

Results
Energy above the lowest of the compared OMol25 structures with the same formula, charge and spin (kcal/mol): 114.3
Orbital gap (eV): 10.400

CARTESIAN COORDINATES (ANGSTROEM)
O1 -0.361 0.283 1.606
O2 -0.483 -1.407 0.088
C1 0.084 -0.384 -0.739
C2 0.140 0.968 0.631
H1 1.211 1.207 0.667
H2 1.161 -0.390 -0.921
H3 -0.136 -1.456 -1.230
H4 -0.476 1.761 0.187
H5 -0.577 0.178 -1.402
H6 -0.561 -0.760 1.113

Atomic partial charges in e from the natural (NBO) method, atoms 1 to 5: O -0.653; O -0.703; C -0.467; C 0.107; H 0.149


[4]
Entry from OMol25: an isolated molecule of C17H16N8O3S at a distorted geometry (the ωB97M-V functional and the def2-TZVPD basis).

Results
SMILES string: Cc1nnc(CN2C(Sc3nc4ccccc4[nH]3)=N[C@H]3[C@@H]2C(=O)NC(=O)N3C)o1
Energy above the lowest of the compared OMol25 structures with the same formula, charge and spin (kcal/mol): 0.0
Orbital gap (eV): 8.874

CARTESIAN COORDINATES (ANGSTROEM)
S1 -0.924 1.505 -1.607
O1 -2.567 -1.007 0.596
O2 1.514 -4.151 -1.429
O3 2.676 -2.593 -5.141
N1 -1.269 -1.301 2.414
N2 0.135 1.480 1.067
N3 1.649 0.580 -1.876
N4 0.186 -1.085 -1.613
N5 2.522 -0.967 -3.545
N6 2.621 -3.308 -3.139
N7 -0.602 -1.778 1.318
N8 -1.861 2.430 0.724
C1 2.614 -2.270 -3.981
C2 -2.412 -0.844 1.962
C3 -3.352 -0.227 2.920
C4 0.371 0.280 -1.772
C5 2.630 0.185 -4.436
C6 1.481 -1.757 -1.494
C7 -0.226 2.003 2.279
C8 -1.639 3.468 4.269
C9 -0.869 1.778 0.148
C10 -1.373 -1.532 0.264
C11 -1.094 -1.720 -1.193
C12 -0.355 2.908 4.495
C13 -1.473 2.544 2.032
C14 -2.160 3.281 2.975
C15 1.916 -3.155 -1.997
C16 0.331 2.177 3.549
C17 2.369 -0.694 -2.115
H1 2.639 -4.257 -3.501
H2 1.001 0.989 0.865
H3 3.370 -0.646 -1.635
H4 -1.907 -1.350 -1.810
H5 -3.938 0.559 2.438
H6 2.891 -0.149 -5.442
H7 -2.141 4.052 5.019
H8 3.448 0.807 -4.091
H9 1.323 1.793 3.786
H10 0.103 2.925 5.478
H11 -3.098 3.742 2.644
H12 -4.023 -1.021 3.257
H13 -1.109 -2.790 -1.434
H14 1.686 0.712 -4.541
H15 -2.841 0.174 3.754
H16 1.755 -1.772 -0.463

Atomic partial charges in e from the natural (NBO) method, atoms 1 to 5: S 0.353; O -0.402; O -0.566; O -0.633; N -0.291


[5]
Entry from OMol25: a 22-piece molecular cluster, C39H127N5O27 overall at a distorted geometry (the ωB97M-V functional and the def2-TZVPD basis).

Results
Expectation value of S²: 0.75
Orbital gap (spin up / spin down) (eV): 1.307 / 7.881
Net charge: -1
Multiplicity: 2

CARTESIAN COORDINATES (ANGSTROEM)
O1 -1.799 5.436 0.781
O2 -0.379 -2.970 -2.223
O3 2.966 2.725 1.449
O4 1.772 -6.801 1.043
O5 4.310 -5.119 3.726
O6 -1.064 2.538 5.238
O7 -2.924 4.320 -1.499
O8 0.458 1.833 -1.553
O9 4.594 -5.101 1.165
O10 5.222 -2.973 -1.328
O11 -3.243 -1.192 2.073
O12 0.598 6.229 -0.587
O13 -4.767 1.490 2.003
O14 0.699 -2.571 7.949
O15 5.047 -2.511 4.814
O16 3.944 -1.157 -4.204
O17 -1.430 -1.840 0.195
O18 -0.747 -4.263 5.115
O19 -3.356 3.012 -4.036
O20 1.522 -1.435 1.958
O21 -9.232 -1.163 -5.110
O22 -3.238 8.157 -3.797
O23 -5.774 -0.805 -1.507
O24 3.853 -5.387 9.264
O25 1.768 5.107 4.379
O26 -0.890 3.068 -5.141
O27 7.721 -3.632 -2.129
N1 -8.292 0.232 -2.701
N2 0.554 1.214 1.166
N3 -0.834 6.311 -4.675
N4 1.501 -5.243 7.432
N5 5.316 -3.681 -4.292
C1 -2.250 6.030 -4.650
C2 4.475 -4.584 10.282
C3 -9.674 -0.168 -2.915
C4 -0.093 2.664 -0.567
C5 0.096 4.038 -5.398
C6 -3.121 7.334 -4.976
C7 -0.649 1.944 0.674
C8 -7.975 0.112 -1.270
C9 2.629 -0.651 -4.223
C10 2.906 -5.317 7.015
C11 -1.855 6.579 1.622
C12 -4.300 9.128 -3.886
C13 3.464 2.557 0.143
C14 1.010 -1.700 6.884
C15 3.823 -4.604 8.032
C16 6.511 -4.450 -4.114
C17 -0.670 1.893 -5.933
C18 0.943 -2.591 -1.888
C19 -0.035 5.107 -4.313
C20 0.324 -5.253 5.123
C21 -4.281 2.439 1.113
C22 -4.226 4.832 -1.709
C23 -0.998 -3.692 3.837
C24 0.550 -5.893 6.549
C25 -6.527 0.222 -0.944
C26 -9.238 -1.143 -6.529
C27 1.037 -5.665 1.397
C28 8.576 -2.637 -1.498
C29 5.261 -1.658 -0.927
C30 4.230 -1.840 -5.398
C31 0.911 4.877 3.290
C32 7.782 -3.701 -3.556
C33 1.411 -0.375 2.897
C34 -0.447 1.199 -2.442
C35 -9.965 -0.177 -4.417
C36 0.261 0.600 2.458
C37 5.545 -2.583 -5.157
C38 2.760 -2.133 2.079
C39 -4.396 -0.690 -1.290
H1 4.821 -4.576 7.595
H2 0.995 -6.870 6.360
H3 4.040 -3.585 10.283
H4 2.926 -4.893 6.011
H5 -0.947 -2.718 -1.492
H6 2.369 1.991 1.607
H7 5.712 -1.673 0.065
H8 -4.374 2.013 0.114
H9 0.877 0.526 0.500
H10 4.921 -3.334 -3.430
H11 -6.343 0.120 0.126
H12 5.938 -1.149 -1.613
H13 1.613 -2.687 -2.743
H14 -0.742 6.993 -3.936
H15 4.342 -3.140 4.658
H16 2.712 2.008 -0.423
H17 -8.644 0.744 -0.686
H18 -1.160 0.550 -1.933
H19 -2.477 2.976 -4.414
H20 4.268 -1.208 -0.947
H21 8.713 -4.236 -3.744
H22 6.742 -4.851 -5.101
H23 1.349 -5.618 8.357
H24 1.662 -4.995 1.988
H25 1.108 3.633 -5.402
H26 -3.829 -1.559 -1.622
H27 -10.333 0.569 -2.457
H28 -0.697 -1.569 0.747
H29 4.354 -1.043 -6.131
H30 4.590 -5.136 2.811
H31 2.642 4.957 4.012
H32 0.965 5.480 -4.093
H33 5.836 -2.950 4.496
H34 -6.171 1.204 -1.254
H35 3.690 3.511 -0.333
H36 -4.609 4.876 -0.689
H37 2.549 -6.550 0.539
H38 -8.650 -2.006 -6.841
H39 2.006 -1.276 7.016
H40 -1.379 1.250 0.258
H41 0.079 0.654 -3.226
H42 -4.105 6.979 -5.281
H43 -0.062 4.569 -6.337
H44 0.945 -5.041 0.508
H45 -1.322 1.092 -5.583
H46 -2.513 5.253 -5.367
H47 -1.256 -4.494 3.147
H48 5.826 -2.865 -6.172
H49 0.679 3.327 -0.176
H50 0.971 -2.311 5.982
H51 3.949 -5.992 3.883
H52 2.370 0.126 3.026
H53 0.221 6.766 -1.284
H54 -2.132 7.463 1.048
H55 7.909 -2.711 -3.994
H56 -0.965 5.459 0.307
H57 -4.260 5.827 -2.151
H58 4.428 2.048 0.134
H59 -2.658 8.002 -5.702
H60 0.740 3.803 3.223
H61 0.134 -5.882 1.967
H62 -1.942 2.302 4.938
H63 0.796 -1.555 -1.582
H64 -4.930 3.288 1.326
H65 2.773 -2.771 2.963
H66 -4.777 4.092 -2.290
H67 3.678 -1.546 2.059
H68 -10.993 -0.342 -4.742
H69 1.189 -4.657 4.833
H70 -9.873 0.817 -4.857
H71 2.313 -0.269 -3.252
H72 6.381 -5.305 -3.450
H73 8.566 -1.650 -1.961
H74 2.912 -2.796 1.227
H75 0.150 1.452 3.128
H76 -0.831 3.387 -0.916
H77 -4.054 -0.528 -0.267
H78 -5.315 8.732 -3.917
H79 -8.234 -0.863 -0.858
H80 4.733 -4.408 0.521
H81 -2.584 5.625 -3.695
H82 -2.468 4.864 -0.853
H83 -0.686 2.124 -6.998
H84 4.228 -4.983 11.266
H85 1.862 -1.376 -4.495
H86 0.224 -0.947 6.836
H87 -2.201 -1.742 0.754
H88 3.435 -3.607 8.243
H89 -3.696 -0.362 1.923
H90 -1.062 1.889 -3.019
H91 -0.320 4.542 -3.426
H92 1.263 -0.893 3.845
H93 -3.209 3.159 -3.102
H94 -7.661 -0.441 -3.111
H95 -0.707 0.099 2.476
H96 -3.995 0.109 -1.914
H97 -4.224 9.700 -4.810
H98 -0.133 -3.136 3.474
H99 -0.927 6.923 2.080
H100 0.315 1.556 -5.610
H101 0.790 -3.457 7.591
H102 -5.722 1.563 1.947
H103 6.061 -3.189 -1.742
H104 -4.300 9.947 -3.166
H105 -0.001 5.384 3.606
H106 -10.245 -1.164 -6.946
H107 3.246 -6.353 7.033
H108 -0.421 -6.083 7.007
H109 4.567 -5.907 0.649
H110 6.216 -1.888 -4.653
H111 -3.848 -1.702 2.612
H112 0.250 -6.080 4.417
H113 1.530 6.447 -0.593
H114 -1.849 -3.012 3.798
H115 8.307 -2.554 -0.445
H116 1.306 5.273 2.355
H117 -2.646 6.383 2.346
H118 9.606 -2.992 -1.537
H119 -0.943 3.440 4.942
H120 3.539 -2.455 -5.974
H121 5.549 -4.597 10.099
H122 -3.258 2.692 1.395
H123 1.380 -3.230 -1.120
H124 -1.095 2.571 1.447
H125 2.535 0.204 -4.893
H126 -8.736 -0.261 -6.928
H127 -9.853 -1.192 -2.587

Atomic partial charges in e from the Mulliken method, atoms 1 to 5: O -0.704; O -0.686; O -0.491; O -0.574; O -0.472


[6]
Entry from OMol25: a 6-piece molecular cluster, C44H45F2N5O13Si overall at a distorted geometry (the ωB97M-V functional and the def2-TZVPD basis).

Results
SMILES string: CCOC(=O)OC(F)(F)CC[Si](C)(C)c1ccccc1.O=[N+]([O-])c1ccccc1.O=[N+]([O-])c1ccccc1.O=[N+]([O-])c1ccccc1.O=[N+]([O-])c1ccccc1.O=[N+]([O-])c1ccccc1
Orbital gap (eV): 7.799

CARTESIAN COORDINATES (ANGSTROEM)
Si1 -3.694 -0.112 -1.721
F1 1.368 1.663 -2.092
F2 -0.277 2.599 -3.233
O1 0.423 -1.562 -4.332
O2 -4.579 2.788 -0.430
O3 5.592 6.134 2.110
O4 -6.970 -5.821 -4.478
O5 -6.653 -4.593 -2.735
O6 8.848 -2.162 5.352
O7 2.057 1.674 1.127
O8 1.467 -0.391 1.258
O9 0.443 0.629 -3.985
O10 2.083 -0.939 -3.014
O11 7.341 -3.092 4.122
O12 -5.982 3.371 1.100
O13 3.707 5.180 2.545
N1 7.966 -2.122 4.513
N2 1.873 0.648 1.753
N3 -4.931 3.495 0.499
N4 4.610 5.492 1.785
N5 -6.726 -5.671 -3.293
C1 -6.236 -6.743 -1.128
C2 7.639 -0.818 3.928
C3 -2.518 -4.588 -3.302
C4 -1.788 -3.970 -2.204
C5 -6.536 -8.121 -3.091
C6 -3.527 6.413 2.363
C7 -3.824 0.053 0.171
C8 -2.337 6.621 1.676
C9 -3.221 -1.884 -2.295
C10 3.272 3.979 -1.358
C11 -4.378 5.384 1.984
C12 -2.338 1.044 -2.423
C13 8.057 1.535 3.747
C14 -2.834 4.763 0.230
C15 2.009 -0.503 3.930
C16 0.217 1.361 -2.806
C17 2.911 1.837 5.141
C18 1.704 -1.530 -1.735
C19 -4.025 4.570 0.917
C20 -6.000 -7.882 -0.370
C21 0.962 -0.654 -3.771
C22 6.332 0.504 2.417
C23 4.282 4.296 -2.259
C24 7.049 1.633 2.795
C25 -5.313 0.389 -2.628
C26 -2.111 -2.651 -1.683
C27 -6.026 -9.135 -0.970
C28 -0.892 0.762 -1.864
C29 2.167 0.661 3.187
C30 5.407 4.993 -1.832
C31 -3.630 -3.854 -3.883
C32 8.354 0.306 4.320
C33 -3.984 -2.517 -3.382
C34 -6.498 -6.873 -2.485
C35 6.626 -0.728 2.983
C36 3.381 4.363 -0.029
C37 2.613 1.835 3.786
C38 4.504 5.066 0.385
C39 5.522 5.382 -0.505
C40 -1.989 5.796 0.613
C41 2.612 -2.769 -1.372
C42 -6.296 -9.255 -2.328
C43 2.766 0.674 5.887
C44 2.313 -0.493 5.284
H1 -4.231 -4.297 -4.706
H2 -1.060 5.960 0.080
H3 -5.303 5.232 2.524
H4 8.612 2.417 4.041
H5 2.735 2.748 3.216
H6 1.657 -1.417 3.471
H7 2.199 -1.397 5.869
H8 -0.693 -0.301 -1.593
H9 -4.851 -2.031 -3.877
H10 3.007 0.677 6.944
H11 6.400 5.926 -0.183
H12 -0.931 -4.541 -1.770
H13 6.822 2.593 2.345
H14 -2.348 0.928 -3.539
H15 2.400 3.437 -1.692
H16 6.193 5.236 -2.537
H17 2.589 4.111 0.663
H18 -1.537 -2.196 -0.836
H19 9.140 0.239 5.060
H20 1.724 -0.708 -0.959
H21 -0.803 1.350 -0.904
H22 3.516 -2.773 -2.032
H23 -6.197 -0.038 -2.094
H24 -2.635 2.090 -2.146
H25 -4.886 0.320 0.436
H26 2.022 -3.697 -1.614
H27 2.893 -2.708 -0.292
H28 -5.343 1.515 -2.673
H29 5.545 0.586 1.676
H30 -3.793 7.057 3.193
H31 -6.317 -10.233 -2.792
H32 0.657 -1.936 -1.847
H33 -5.834 -10.022 -0.377
H34 -1.678 7.430 1.969
H35 -2.554 4.126 -0.599
H36 3.262 2.745 5.615
H37 4.191 4.000 -3.298
H38 -3.200 0.915 0.531
H39 -6.211 -5.771 -0.653
H40 -3.488 -0.879 0.689
H41 -6.745 -8.225 -4.148
H42 6.063 -1.602 2.680
H43 -2.270 -5.589 -3.719
H44 -5.792 -7.792 0.689
H45 -5.286 0.054 -3.704

Atomic partial charges in e from the Mulliken method, atoms 1 to 5: Si 0.717; F -0.033; F -0.364; O -0.454; O -0.513